A 2-piece molecular cluster, C2H3P overall, computed with ωB97M-V with the def2-TZVPD basis set.

The calculation puts the HOMO-LUMO gap (alpha / beta) at 8.253 / 8.252 eV. As for the charge: 0. The value obtained for the electronic energy is -11405.0272 eV.

Each line ends with the Löwdin charge.
CARTESIAN COORDINATES (ANGSTROEM)
C1 -0.3774 0.2674 -0.8372  -0.680
C2 -0.5099 -0.1204 0.5249  -0.456
P1 -1.9853 0.5584 -0.6802  0.861
H1 1.3532 0.5502 -1.6981  0.173
H2 -0.5215 -1.1991 0.6177  0.032
H3 0.1167 0.3920 1.2981  0.070

Forces on the atoms, in the same order (eV/Å):
C 2.9 1.2 -1.8
C 0.8 -0.4 0.0
P 1.1 0.0 0.3
H -3.4 -0.5 1.4
H -0.2 -0.1 0.6
H -1.2 -0.1 -0.5



One molecule with the formula C21H26N6O4S2, computed with ωB97M-V with the def2-TZVPD basis set.

The calculation puts the HOMO-LUMO gap at 8.961 eV. As for the charge: 0. The value obtained for the electronic energy is -60999.0589 eV.

Each line ends with the Löwdin charge.
CARTESIAN COORDINATES (ANGSTROEM)
C1 2.6758 -2.5199 -1.8915  -0.073
C2 3.1943 -1.9002 -0.6054  -0.177
N1 2.7580 -0.5368 -0.4876  -0.176
N2 2.7487 0.1122 0.6427  0.099
N3 2.3241 1.3070 0.3948  0.078
C3 2.0726 1.3620 -0.9299  -0.285
C4 1.5506 2.5055 -1.6473  -0.120
C5 1.4495 2.4325 -3.0371  -0.024
C6 0.9079 3.4753 -3.7595  -0.075
C7 0.4599 4.6115 -3.0999  -0.063
C8 0.5644 4.7060 -1.7256  -0.021
C9 1.1111 3.6629 -0.9851  -0.267
N4 1.1796 3.8037 0.4047  -0.042
S1 -0.2850 3.7314 1.2235  0.665
O1 -1.2624 4.4804 0.4974  -0.269
O2 -0.0359 4.0552 2.5920  -0.274
C10 -0.6077 1.9730 1.0684  -0.258
C11 -1.0405 1.4901 -0.1529  -0.041
C12 -1.0242 0.1209 -0.3738  -0.039
C13 -0.5956 -0.7181 0.6386  -0.271
S2 -0.4871 -2.4847 0.3609  0.672
O3 0.7243 -2.9629 0.9639  -0.280
O4 -0.6574 -2.7268 -1.0483  -0.285
N5 -1.7642 -3.0257 1.2809  -0.238
C14 -3.0585 -2.7433 0.7039  -0.196
C15 -3.5666 -3.7708 -0.3116  -0.171
C16 -3.9620 -5.0951 0.3432  -0.203
C17 -2.8100 -6.0902 0.5197  -0.197
C18 -1.4672 -5.4709 0.9203  -0.174
C19 -1.5637 -4.3128 1.9177  -0.188
C20 -0.1973 -0.2341 1.8718  -0.042
C21 -0.1879 1.1337 2.0841  -0.044
N6 2.3486 0.1880 -1.4977  0.196
H1 1.5901 -2.5769 -1.8676  0.049
H2 2.9803 -1.9280 -2.7504  0.070
H3 3.0740 -3.5253 -1.9915  0.081
H4 2.8102 -2.4357 0.2663  0.098
H5 4.2897 -1.9086 -0.5789  0.126
H6 1.7958 1.5356 -3.5266  0.109
H7 0.8323 3.4052 -4.8338  0.103
H8 0.0330 5.4291 -3.6605  0.106
H9 0.2159 5.5776 -1.1973  0.115
H10 1.8323 3.1527 0.8379  0.086
H11 -1.3651 2.1848 -0.9114  0.125
H12 -1.3025 -0.3051 -1.3255  0.122
H13 -2.9667 -1.7660 0.2241  0.109
H14 -3.7759 -2.6513 1.5275  0.132
H15 -4.4440 -3.3373 -0.7965  0.115
H16 -2.8042 -3.9255 -1.0747  0.105
H17 -4.7312 -5.5786 -0.2625  0.108
H18 -4.4137 -4.8791 1.3145  0.105
H19 -2.6606 -6.6348 -0.4147  0.110
H20 -3.1085 -6.8207 1.2754  0.108
H21 -0.9480 -5.0898 0.0392  0.098
H22 -0.8404 -6.2551 1.3485  0.115
H23 -0.6195 -4.2228 2.4573  0.111
H24 -2.3697 -4.4673 2.6382  0.134
H25 0.1412 -0.9304 2.6214  0.123
H26 0.1564 1.5699 3.0079  0.120

Forces on the atoms, in the same order (eV/Å):
C 0.0 0.1 0.1
C 0.4 -1.0 -0.1
N -0.4 1.0 0.1
N 0.4 -0.6 0.7
N 0.1 0.4 -0.2
C 0.4 -0.9 0.2
C -0.2 0.5 -0.2
C 0.0 0.1 0.1
C 0.0 0.0 0.0
C 0.0 0.0 0.1
C 0.1 0.0 -0.1
C 0.0 -0.1 -1.0
N -0.5 0.3 0.9
S 0.1 -0.2 0.1
O 0.1 -0.2 -0.3
O 0.3 -0.3 0.0
C 0.0 0.6 0.1
C -0.2 0.0 0.0
C 0.0 0.0 -0.1
C 0.0 -0.4 -0.2
S -0.3 0.5 0.2
O 0.0 -0.1 0.4
O -0.3 0.2 0.1
N 0.8 0.4 -0.4
C -0.4 0.2 -0.4
C -0.1 0.0 0.2
C 0.1 -0.1 -0.2
C 0.0 0.1 0.0
C -0.2 -0.1 0.2
C 0.6 -0.5 0.1
C 0.0 0.1 0.1
C -0.1 -0.2 0.1
N -0.2 0.4 -0.5
H 0.0 0.0 -0.1
H 0.0 -0.1 -0.1
H 0.1 -0.1 0.0
H 0.1 0.2 -0.1
H -0.1 0.0 0.0
H 0.0 -0.1 -0.1
H 0.0 0.0 -0.1
H 0.0 0.1 0.0
H 0.0 0.1 0.0
H 0.0 0.0 0.2
H -0.1 0.0 -0.2
H -0.1 0.0 -0.1
H -0.3 0.0 0.1
H 0.1 0.1 -0.1
H 0.0 0.0 0.0
H -0.1 0.0 -0.1
H -0.1 0.0 0.1
H -0.1 0.0 0.0
H 0.0 -0.1 0.0
H 0.0 -0.1 -0.1
H 0.0 -0.2 0.0
H 0.1 0.0 0.0
H -0.2 -0.2 0.1
H 0.0 0.1 0.0
H 0.1 0.0 0.2
H 0.1 -0.1 0.1



C22H23BCl3N10O2S2Sn as an isolated structure, computed with ωB97M-V with the def2-TZVPD basis set.

The calculation puts the HOMO-LUMO gap at 6.858 eV. As for the charge: -1. The value obtained for the electronic energy is -107932.3757 eV.

Each line ends with the Löwdin charge.
CARTESIAN COORDINATES (ANGSTROEM)
Sn1 -13.2279 -10.9652 7.5577  0.959
C1 -13.6561 -10.1062 3.7477  -0.060
C2 -12.4869 -9.2941 4.2743  -0.315
C3 -11.3577 -9.9523 4.7441  -0.106
C4 -10.3094 -9.1984 5.2961  -0.101
C5 -10.3787 -7.8285 5.4217  -0.115
C6 -11.5583 -7.2400 5.0691  -0.097
C7 -12.5928 -7.9236 4.4897  -0.060
H1 -14.0091 -9.8652 2.7872  0.054
H2 -14.5009 -9.8895 4.4689  0.074
H3 -13.5168 -11.1818 3.8045  0.070
H4 -11.4829 -11.0206 4.6706  0.094
H5 -9.4438 -9.7327 5.7747  0.117
H6 -9.5508 -7.2644 5.7803  0.084
H7 -11.6642 -6.1649 5.2324  0.114
H8 -13.5145 -7.4138 4.2883  0.108
C8 -9.9326 -8.9577 8.6234  -0.059
N1 -9.5626 -10.3341 8.9317  -0.111
C9 -8.3218 -10.8851 8.7881  -0.053
C10 -8.4275 -12.1911 9.1114  -0.042
N2 -9.7508 -12.4694 9.4518  0.018
B1 -10.2173 -13.8538 9.8450  -0.493
N3 -11.7229 -13.7995 10.2157  -0.065
C11 -12.2115 -13.8607 11.5246  -0.075
C12 -13.5582 -14.0621 11.4617  -0.040
N4 -13.9157 -14.0930 10.1078  -0.115
C13 -15.2800 -14.2353 9.6176  -0.025
C14 -12.8063 -13.9592 9.3756  -0.765
S1 -12.8125 -13.8772 7.6427  0.495
C15 -10.3894 -11.3398 9.3668  -0.631
S2 -12.0339 -10.9324 9.8176  0.642
H9 -9.0242 -8.5183 8.1464  0.089
H10 -10.1045 -8.4478 9.5735  0.092
H11 -10.7520 -8.7758 7.9073  0.061
H12 -7.5002 -10.2640 8.4325  0.132
H13 -7.6404 -12.8910 8.9364  0.118
H14 -9.9763 -14.6258 8.9601  0.070
H15 -9.6953 -14.1383 10.9445  0.084
H16 -11.4696 -13.7292 12.3121  0.117
H17 -14.3381 -14.0102 12.1942  0.112
H18 -15.8075 -14.9512 10.2223  0.082
H19 -15.2136 -14.6477 8.6272  0.054
H20 -15.7822 -13.2724 9.6797  0.083
N5 -14.3384 -8.6407 8.1178  -0.050
N6 -15.1749 -8.8950 9.1983  -0.005
C16 -15.5369 -10.2060 9.4862  -0.764
O1 -16.3808 -10.4205 10.3278  0.026
O2 -14.9423 -11.1140 8.7930  -0.311
H21 -13.6505 -7.8777 8.3149  0.023
H22 -14.8771 -8.3305 7.3197  0.074
H23 -15.6472 -8.2116 9.7175  0.111
Cl1 -19.6286 -7.3333 6.0126  0.610
C17 -19.2574 -8.6484 7.1055  -1.604
Cl2 -20.7532 -9.6693 7.2551  0.565
Cl3 -18.7533 -7.9536 8.6312  0.648
C18 -18.1274 -9.3884 6.4782  -0.362
N7 -17.1977 -9.8768 6.0125  0.207
N8 -12.6179 -6.4818 9.0735  0.131
C19 -11.6952 -5.7900 8.9196  -0.230
C20 -10.6990 -4.8632 8.5899  -0.311
C21 -10.9681 -3.4839 8.7402  -0.267
N9 -11.2404 -2.3671 8.8908  0.095
C22 -9.4632 -5.3193 8.1222  -0.289
N10 -8.4010 -5.6621 7.8392  0.108

Forces on the atoms, in the same order (eV/Å):
Sn -0.4 -0.2 0.4
C -0.7 0.4 2.6
C -0.4 -0.3 -0.2
C -0.3 1.0 -0.2
C 1.0 -2.0 0.7
C 0.0 -1.0 -0.3
C -0.3 2.1 -0.2
C -0.3 -0.7 0.0
H -0.2 0.5 -1.3
H 0.5 -0.3 -0.8
H 0.3 -0.1 0.0
H 1.0 -0.3 0.3
H -0.8 0.5 -0.8
H 0.4 0.4 0.5
H 0.0 -0.2 0.0
H -0.3 0.2 -0.3
C 1.3 0.8 0.0
N -0.8 -1.0 -0.1
C 0.2 0.6 -0.4
C 0.2 0.2 -0.6
N 2.1 0.6 -0.5
B -0.5 -1.1 1.5
N -1.9 -1.2 -0.4
C 0.2 -0.1 -1.0
C 0.3 0.7 -0.4
N 0.5 -0.2 1.3
C 0.4 0.2 0.3
C 1.1 0.4 -0.4
S 0.2 0.3 0.5
C -1.7 2.5 -0.2
S 0.2 0.2 -0.1
H -0.7 -0.1 0.4
H -0.3 0.2 -0.3
H 0.2 -0.7 0.6
H -0.2 -0.5 0.2
H -0.1 -0.7 0.4
H 0.0 -0.1 0.0
H 0.1 0.0 -0.7
H -0.7 -0.2 -0.1
H 0.0 -0.2 0.3
H -0.1 -0.3 0.5
H -0.1 0.2 -0.5
H 0.0 0.0 -0.4
N 0.7 0.8 -0.1
N 0.5 -1.6 -0.4
C 0.3 0.7 -0.4
O -0.7 -0.1 0.7
O 0.5 -0.9 -0.6
H -0.5 -0.7 0.3
H -0.2 0.0 -0.3
H -0.4 1.3 0.4
Cl -0.2 0.5 -0.6
C 0.0 -0.5 -0.4
Cl 1.0 0.3 0.1
Cl 0.0 -0.4 0.3
C -0.3 0.0 0.6
N -0.3 0.1 0.1
N 0.7 0.1 0.2
C -0.9 0.0 -0.5
C -0.2 0.0 0.1
C -0.2 0.3 0.1
N 0.2 -0.4 -0.1
C -0.1 0.3 0.6
N 0.6 -0.4 -0.5